Arrangement 1

Formula: C16H20N2O2S
Source: OMol25
Level of theory: ωB97M-V/def2-TZVPD

XYZ file:
```
41
Properties=species:S:1:pos:R:3
C 5.536 -2.049 2.365
C 4.286 -1.214 2.314
C 3.679 -0.790 3.503
C 2.538 0.010 3.480
C 1.991 0.398 2.252
S 0.615 1.537 2.207
O 0.555 2.171 3.498
O 0.772 2.340 1.014
N -0.720 0.496 2.014
C -1.887 0.961 1.690
C -3.071 0.122 1.958
C -4.366 0.660 2.098
C -5.459 -0.201 2.230
C -5.266 -1.588 2.278
C -3.965 -2.114 2.246
C -2.865 -1.256 2.120
C 2.575 -0.028 1.056
C 3.714 -0.830 1.093
H 5.882 -2.277 1.354
H 6.335 -1.516 2.895
H 5.370 -2.994 2.897
H 4.115 -1.088 4.460
H 2.071 0.333 4.407
H -2.075 2.029 1.511
H -4.501 1.743 2.072
H -6.473 0.206 2.269
H -6.126 -2.257 2.354
H -3.795 -3.191 2.296
H -1.838 -1.631 2.100
H 2.137 0.264 0.104
H 4.182 -1.160 0.162
C -1.089 1.786 -1.328
N -2.186 1.181 -0.570
C -3.492 1.668 -1.011
H -0.176 1.207 -1.165
H -1.307 1.811 -2.408
H -0.919 2.811 -0.979
H -2.147 0.164 -0.676
H -4.282 1.020 -0.620
H -3.647 2.685 -0.630
H -3.568 1.699 -2.111
```

As for the highest occupied orbital energy: -9.0 eV. The SMILES is Cc1ccc(S(=O)(=O)/N=C/c2ccccc2)cc1.CNC.

Arrangement 2

Formula: C16H20N2O2S
Source: OMol25
Level of theory: ωB97M-V/def2-TZVPD

XYZ file:
```
41
Properties=species:S:1:pos:R:3
C 6.009 -2.103 0.962
C 4.790 -1.244 0.954
C 4.209 -0.839 2.145
C 3.072 -0.054 2.147
C 2.498 0.338 0.960
S 1.025 1.389 0.963
O 1.045 2.122 2.276
O 1.064 2.154 -0.331
N -0.194 0.258 0.958
C -1.358 0.747 0.938
C -2.572 -0.056 0.941
C -3.837 0.533 0.944
C -4.974 -0.248 0.953
C -4.870 -1.626 0.958
C -3.624 -2.222 0.956
C -2.487 -1.444 0.947
C 3.067 -0.051 -0.229
C 4.203 -0.835 -0.235
H 6.336 -2.335 -0.053
H 6.834 -1.605 1.476
H 5.812 -3.046 1.476
H 4.663 -1.142 3.071
H 2.632 0.278 3.072
H -1.463 1.826 0.923
H -3.919 1.606 0.943
H -5.948 0.215 0.957
H -5.760 -2.237 0.964
H -3.541 -3.297 0.960
H -1.508 -1.892 0.947
H 2.622 0.284 -1.151
H 4.652 -1.134 -1.166
C -0.640 1.731 -3.079
N -1.785 0.944 -2.648
C -3.059 1.633 -2.779
H 0.293 1.185 -2.935
H -0.730 2.010 -4.130
H -0.581 2.644 -2.487
H -1.802 0.043 -3.141
H -3.883 1.014 -2.423
H -3.044 2.547 -2.186
H -3.247 1.909 -3.817
```

As for the highest occupied orbital energy: -8.5 eV. The SMILES is Cc1ccc(S(=O)(=O)/N=C/c2ccccc2)cc1.CNC.

Among the structures above, stability is greatest for arrangement 2.